A cluster of 2 separate species, C8H12ClN2OS in total at a distorted geometry, computed with ωB97M-V with the def2-TZVPD basis set.

Geometry as XYZ:
```
25
Properties=species:S:1:pos:R:3
C -2.39255 -1.56966 1.10607
C -2.31893 -1.28827 -1.14237
C 0.98095 1.45849 -0.44740
C -0.99430 -1.02145 1.23114
C -1.07033 0.11138 0.27411
C -2.54169 -1.76054 -2.51925
C 3.94392 1.06613 1.61142
C 3.15992 1.56420 0.39073
N -2.85667 -1.85962 -0.05674
N -1.64253 -0.11163 -0.91452
O 1.81293 1.10228 0.38573
S 0.49556 2.52653 -1.47711
Cl -1.41836 1.64503 0.98844
H -3.08297 -1.39995 1.94562
H -0.89773 -0.56051 2.24300
H -0.40317 -1.86998 0.97297
H -1.81028 -1.56466 -3.35045
H -3.60858 -1.35669 -2.78806
H -2.71211 -2.85808 -2.41771
H 3.52220 0.07077 1.82212
H 5.02808 1.08788 1.43012
H 3.80642 1.82793 2.41921
H 3.53417 1.39081 -0.66729
H 3.11158 2.63929 0.49921
H -1.64553 0.73032 -1.53898
```

Values from the calculation:
HOMO-LUMO gap (alpha / beta) = 6.2149 / 7.6489 eV
spin multiplicity = 3
charge = +1
expectation value of S² = 2.02
lowest unoccupied orbital energy (alpha / beta) = -4.1 / -6.0 eV
HOMO energy (alpha / beta) = -10.3542 / -13.6343 eV

Atom charges from the Mulliken analysis, given in e for atoms 1 to 6: atom 1 (C): -0.163, atom 2 (C): 0.368, atom 3 (C): 0.464, atom 4 (C): -0.567, atom 5 (C): 0.081, atom 6 (C): -1.077